[1]
{
  "formula": "C5H9N3",
  "method": "the ωB97M-V functional and the def2-TZVPD basis",
  "symbols": ["H", "H", "C", "C", "H", "H", "N", "H", "C", "H", "H", "N", "H", "C", "N", "C", "H"],
  "xyz": [[1.65001, -1.80970, -0.26090], [-2.06323, 0.16426, -1.75309], [-1.83825, 0.84128, -0.94776], [-0.33043, -0.94603, 0.23054], [-2.19089, -1.85980, 0.57010], [2.92662, 1.42854, -0.98858], [2.69311, 0.65627, -0.38230], [-0.69201, -2.85742, 1.01490], [-0.81849, 0.59742, -0.10044], [-2.54038, 1.63698, -0.75381], [-1.08434, 2.26754, 1.04931], [1.39844, 0.27976, -0.47618], [3.38615, -0.08781, -0.36676], [1.04515, -0.91753, -0.08502], [-0.49128, 1.46518, 0.92334], [-1.11744, -1.92506, 0.66738], [0.06727, 1.06611, 1.65928]],
  "gap_ev": 8.086,
  "e_tot_ev": -9797.3494,
  "e_above_lowest_kcal_mol": 95.0,
  "lumo_energy_ev": 0.65,
  "max_force_ev_per_a": 3.79,
  "e_homo_ev": -7.4329
}

---

[2]
{
  "formula": "C41H42BaP2",
  "method": "the ωB97M-V functional and the def2-TZVPD basis",
  "symbols": ["C", "C", "C", "H", "H", "H", "C", "H", "H", "H", "H", "C", "H", "C", "C", "H", "H", "C", "H", "C", "H", "C", "Ba", "H", "C", "H", "H", "H", "C", "H", "P", "H", "H", "H", "C", "H", "C", "H", "H", "C", "C", "C", "C", "C", "C", "C", "C", "H", "C", "C", "H", "C", "H", "H", "C", "C", "H", "P", "C", "H", "C", "H", "H", "H", "H", "C", "C", "H", "C", "C", "H", "C", "C", "C", "C", "H", "H", "C", "H", "H", "C", "H", "C", "H", "C", "H"],
  "xyz": [[-3.27567, 1.32463, 1.58542], [-6.66276, -3.80173, -4.44550], [-6.60461, 1.04013, 3.27646], [-2.07413, -0.13522, 0.52126], [-2.37531, -4.17007, -1.29241], [-9.18427, -2.96325, -2.30612], [9.94053, -1.12723, 1.54440], [-4.19612, 2.93905, 2.70376], [5.66183, 2.37775, -1.82181], [-4.80348, -0.02705, -2.53054], [-8.81772, -3.99477, -4.54977], [8.07131, -0.09031, 3.37827], [2.80960, 3.32520, 0.19716], [4.10921, 0.28209, -0.86622], [-7.59184, 1.82800, 3.87268], [3.63356, -0.71290, -0.84710], [7.21673, 3.25706, -0.22481], [-1.48345, -1.80232, -4.24950], [0.04834, 1.13094, 0.80889], [-6.10696, 1.37383, 1.99535], [-6.20531, 0.16732, 3.79728], [-0.88219, 2.75599, 1.89885], [5.00855, -0.23181, 2.41391], [-6.49530, -4.24461, -5.42802], [8.58550, -0.92078, 1.15608], [7.09208, 1.35369, -1.89723], [6.36243, 2.51555, 2.17236], [0.04823, 3.31672, 2.01775], [-6.62948, 2.48983, 1.32751], [3.77103, -2.82150, 1.46712], [-4.78783, 0.30164, 1.28372], [9.74855, -0.04380, 4.78307], [7.68138, 1.67591, 0.35875], [-8.03165, 4.12842, 1.39134], [-2.11960, -3.50924, -2.12357], [-7.24733, -2.19274, -0.95443], [6.22519, 1.61501, -1.26161], [-7.96022, 1.57453, 4.86930], [2.25811, 1.11561, -0.22462], [5.43724, 0.36012, -1.04437], [-2.94141, -2.39509, -2.40344], [-0.67256, -2.90647, -3.97332], [-4.72144, -0.37069, -1.48960], [3.70269, 2.74476, -0.10525], [-7.63212, 3.26611, 1.92629], [7.72711, -0.42578, 2.09281], [-2.07792, 3.25916, 2.42558], [-4.55684, -3.50298, -4.07598], [-0.88245, 1.53055, 1.21804], [5.86484, 2.41308, 1.18926], [4.21286, 3.35092, -0.87237], [-4.99452, 0.52817, -0.49898], [-5.30845, 1.53410, -0.80161], [0.21437, -3.10214, -4.58352], [-7.08367, -2.65059, -1.93264], [-2.06924, 0.81524, 1.06086], [-0.36978, -4.63090, -2.69889], [-4.40874, -2.14042, -1.32789], [-2.61486, -1.53983, -3.46361], [-6.25910, 2.77006, 0.34439], [4.52695, 2.56256, 1.12905], [3.96492, 2.66518, 2.07585], [-2.08626, 4.21466, 2.95116], [8.27544, -1.15657, 0.13940], [-3.23703, -0.67571, -3.68592], [9.42708, -0.29615, 3.76572], [-3.27017, 2.54120, 2.28314], [6.01545, -0.57954, -1.07420], [3.15797, 1.43614, -0.77670], [10.34514, -0.81551, 2.84901], [7.36190, 0.33631, 4.10123], [6.80242, 2.26357, 0.03949], [-7.96593, -3.65827, -3.95402], [-5.76855, -2.78546, -2.42551], [4.79512, -2.53537, 1.17032], [2.77033, 1.69447, -1.78321], [4.98483, -2.80273, 0.12065], [-5.56726, -3.38009, -3.68048], [11.39072, -0.97740, 3.14862], [-1.24222, -1.13532, -5.07827], [-8.11301, 2.93970, 3.19760], [10.65967, -1.52576, 0.82512], [-8.16982, -3.07940, -2.69448], [-8.89445, 3.54914, 3.66188], [-0.99635, -3.76291, -2.91233], [5.53013, -3.04371, 1.82370]],
  "gap_ev": 5.913,
  "e_tot_ev": -62464.3380,
  "e_above_lowest_kcal_mol": 0.0,
  "lumo_energy_ev": -0.48,
  "max_force_ev_per_a": 3.84,
  "e_homo_ev": -6.3910
}

---

[3]
{
  "formula": "C25H49NO13",
  "method": "the ωB97M-V functional and the def2-TZVPD basis",
  "symbols": ["O", "H", "O", "C", "C", "C", "H", "H", "H", "C", "H", "O", "C", "H", "H", "H", "H", "H", "H", "C", "C", "H", "O", "H", "O", "H", "C", "H", "H", "C", "C", "H", "H", "H", "H", "H", "H", "H", "C", "H", "O", "H", "H", "H", "H", "C", "H", "O", "C", "H", "H", "H", "C", "C", "H", "C", "H", "H", "N", "H", "H", "C", "C", "C", "H", "O", "O", "H", "H", "C", "H", "H", "O", "H", "O", "C", "H", "H", "O", "C", "H", "H", "C", "H", "C", "O", "C", "H"],
  "xyz": [[-4.17125, -2.76685, 2.40269], [2.10233, -1.40162, -4.04010], [-5.50196, 1.87503, -1.10847], [1.55551, 3.45555, -1.06344], [0.62747, -0.56162, -5.26087], [-4.55089, -1.45167, 2.06002], [1.60933, -3.87701, 5.11912], [1.82420, 5.90973, 0.27761], [-1.27370, -5.51911, 1.47515], [4.20525, -0.48572, -0.44139], [-3.14069, 2.26765, 3.28972], [-2.02708, 0.63706, 3.96342], [-2.39919, 0.69550, -2.10396], [-1.32781, -1.30592, -5.67171], [-4.46915, -2.88361, 3.30780], [-3.17537, -3.71749, 1.11663], [1.42099, -1.33416, -1.37447], [1.00596, 5.44734, -1.93040], [1.89156, -1.94427, 1.61837], [-1.03117, -0.63502, 0.73685], [1.02978, -2.78119, -5.47990], [4.28505, -2.41155, -0.31943], [0.16538, -2.48049, -6.46297], [1.14556, 3.96948, 5.07489], [1.13672, -0.02776, 3.59270], [2.52078, 4.85796, -2.47973], [1.11706, -1.65015, -4.43453], [-2.46590, 2.27938, -3.52847], [-5.51333, -1.16054, 2.48079], [2.69797, 3.31966, -0.07422], [-0.53520, -1.51284, -0.25223], [1.48153, 1.97572, 3.24455], [-3.82505, -0.70819, 2.38941], [0.49664, -1.95194, -3.59067], [2.52491, -4.09605, 2.55645], [-0.99108, -2.36205, -0.73948], [2.77445, 3.93970, 4.54759], [0.24054, 0.22827, -4.61708], [1.86324, 4.85509, -1.61040], [1.44533, -0.18161, -5.87307], [-2.73454, -4.38104, 0.58094], [-2.02025, -0.65958, 1.16990], [3.25895, -1.37996, 2.46199], [1.99072, 2.43823, 5.26484], [-1.38285, -3.81420, 1.98920], [0.69601, -1.03932, -0.63024], [0.60912, -4.08679, 3.73919], [0.79680, -2.07453, 4.44318], [-2.11610, 1.89803, 3.24862], [-1.39156, 2.56850, 3.71081], [5.24012, -0.19100, -0.26737], [-1.84052, 1.80343, 2.19829], [1.40380, -1.20290, 3.58882], [-4.45003, 1.43783, -3.25215], [-2.25370, -0.38436, -2.07508], [-1.46298, -4.49798, 1.14414], [-1.39171, 1.10193, -2.01511], [-0.64306, -4.26894, 0.46343], [0.92684, 0.13453, -0.03438], [0.63676, 3.45096, -0.47695], [-0.55148, -0.65199, -7.14514], [-0.05906, 0.36217, 0.82612], [-0.38560, -1.17682, -6.20432], [2.31690, -1.90465, 2.62117], [-4.96025, 0.53551, -3.58919], [1.51556, -3.87369, -5.38499], [1.51253, 2.93260, 3.31541], [-1.13739, 0.34311, 3.75450], [-4.69342, -1.26985, 0.99479], [-2.93549, 1.30431, -3.39873], [-2.70322, 0.59928, -4.19691], [1.78898, 0.65152, -0.13205], [4.08523, -1.78688, -1.02047], [1.64727, 2.70587, -1.84936], [3.07027, 2.24612, 0.38365], [1.31439, -3.38878, 4.19028], [3.30699, 6.29481, -0.64107], [0.02265, 1.16406, 1.54494], [-3.33223, 1.15982, -1.16754], [2.55878, 5.53008, -0.43257], [-5.00121, 2.24408, -3.73615], [3.99860, 0.21049, -1.25422], [1.88666, 3.31158, 4.62099], [3.46765, -0.42785, 0.35905], [-4.51541, 1.51703, -1.75759], [3.23268, 4.46317, 0.22491], [2.47944, -3.25457, 3.24777], [3.43006, -3.19783, 3.77807]],
  "gap_ev": 8.373,
  "e_tot_ev": -54824.7174,
  "e_above_lowest_kcal_mol": 4.9,
  "lumo_energy_ev": 0.12,
  "max_force_ev_per_a": 3.55,
  "e_homo_ev": -8.2487
}

---

What is the formula in the first record?
C5H9N3